# C3H8ClN3

A structure of composition C3H8ClN3 at a distorted geometry (ωB97M-V/def2-TZVPD, OMol25).

The geometry in ORCA input format:
```
! RIJCOSX wB97M-V def2-TZVPD def2/J DEFGRID3
* xyz 2 1
C -1.935 -0.287 0.977
C 1.476 1.246 -0.669
C 2.297 -0.904 -1.528
N -1.356 0.465 0.151
N -1.905 -0.237 2.281
N 1.540 0.176 -1.002
Cl 1.372 2.839 -0.325
H -2.358 -1.091 0.373
H 2.056 -0.945 -2.668
H 1.771 -1.828 -1.051
H 3.382 -0.962 -1.168
H -0.634 1.195 0.084
H -2.275 -0.956 2.867
H -1.534 0.662 2.687
H -1.897 0.626 -1.011
*
```

Results
Frontier orbital gap ... 10.95 eV
Energy relative to the best compared isomer or geometry (same formula, charge and spin) ... 64.2 kcal per mole